Molecular formula: C30H91Cd2N7O14
Method: DFT, ωB97M-V with the def2-TZVPD basis set

XYZ file:
```
144
Properties=species:S:1:pos:R:3:forces:R:3
Cd -5.791476 6.251372 4.644666 -0.004 -0.009 -0.014
Cd -4.908932 4.581184 -2.000746 0.183 -0.170 0.064
O -2.340144 2.030011 -0.994427 1.012 -0.811 4.159
C -1.856057 1.735666 0.272796 0.468 -0.323 -6.640
C -2.823273 2.131393 1.466722 -4.491 5.826 3.530
O -3.742283 3.270684 1.361053 3.550 -4.408 -0.383
H -0.970467 2.328827 0.500790 -0.206 0.867 0.188
H -1.551931 0.691006 0.338409 -0.554 -0.290 0.420
H -2.131894 2.407936 2.262731 0.401 0.035 -0.188
H -3.369655 1.278413 1.869207 -0.378 -0.683 -1.307
C 4.142248 4.671907 5.745855 1.345 -1.525 -1.039
C 3.067339 4.595720 6.778714 -0.445 0.990 -0.978
C 3.557713 4.395543 8.212573 -0.606 -0.003 -0.398
O 4.232449 3.183783 8.397268 -0.048 -1.505 0.078
C 3.407621 1.978228 8.369990 0.254 0.903 -0.073
N 2.415275 5.890021 6.624734 -0.872 1.138 1.424
H 4.683459 5.618051 5.742686 -0.059 -0.015 0.148
H 3.693699 4.507745 4.766087 -0.061 0.384 -0.164
H 4.875855 3.868070 5.807249 0.212 -0.114 0.319
H 2.327180 3.852208 6.483005 0.079 -0.279 0.253
H 2.701317 4.489993 8.880230 -0.174 -0.040 0.207
H 4.246194 5.207201 8.447741 0.221 -0.095 0.106
H 3.015801 1.795005 7.369483 -0.233 0.186 -0.062
H 2.604351 2.043173 9.103917 -0.212 0.226 -0.070
H 3.962267 1.074839 8.623647 0.612 0.507 0.108
H 3.061885 6.623875 6.876627 0.124 0.136 0.502
H 2.103346 6.207791 5.718195 -0.149 -0.899 -0.357
C 7.018517 -6.968936 3.914406 -1.141 -0.357 -0.425
C 6.586360 -5.550566 4.175626 0.256 -0.309 0.526
C 5.046874 -5.395024 4.068708 0.880 1.051 -1.833
O 4.603201 -4.016191 4.066351 -0.383 -0.921 1.385
C 5.138155 -3.092741 3.148237 0.597 -0.815 -0.186
N 6.976409 -5.264014 5.568332 -0.402 0.608 -1.146
H 6.635789 -7.264875 2.937649 0.254 -0.203 -0.182
H 6.473878 -7.577284 4.636470 0.498 -0.503 0.159
H 8.101638 -7.085004 3.952810 -0.236 -0.057 0.216
H 7.083613 -4.980477 3.390877 -0.004 0.713 0.465
H 4.514067 -5.976944 4.820757 -0.017 0.509 0.305
H 4.828723 -5.886737 3.120694 -0.506 0.174 -0.481
H 4.909053 -3.461767 2.148515 0.044 0.414 -0.359
H 6.218642 -2.993678 3.252285 0.241 -0.167 -0.081
H 4.767848 -2.084360 3.333045 -0.558 -0.340 0.068
H 6.801039 -4.279922 5.712931 0.200 0.397 0.394
H 6.186449 -5.715380 6.006872 0.285 -0.204 1.173
C -7.693902 -4.678849 -0.418633 0.832 -0.797 -0.504
C -9.089859 -5.353922 -0.644332 1.315 1.166 1.588
C -9.746335 -5.677319 0.794048 -0.370 -1.738 -0.251
O -9.025567 -6.718333 1.527216 1.069 1.433 -0.604
C -9.513862 -7.380953 2.713845 0.334 0.151 -1.754
N -9.807192 -4.396102 -1.497560 -1.118 -0.206 0.884
H -6.996186 -5.244739 0.198670 -0.372 -0.398 0.258
H -7.597109 -3.657180 -0.051327 -1.021 0.127 0.232
H -7.176853 -4.627016 -1.376791 -0.187 -0.067 -0.276
H -8.912773 -6.229001 -1.269619 -0.178 -0.310 0.528
H -10.751470 -6.089453 0.704857 -0.383 0.118 -0.578
H -9.888726 -4.765093 1.373408 0.533 0.295 0.135
H -9.838455 -6.718537 3.516299 -0.311 0.054 -0.191
H -8.660252 -7.967524 3.053523 -0.016 0.133 0.095
H -10.241044 -8.094589 2.326518 -0.597 0.049 0.718
H -10.708393 -4.755796 -1.777825 -0.085 -0.813 -0.596
H -10.174629 -3.666687 -0.903404 0.553 0.805 0.324
C -2.307133 -3.277410 6.814905 0.150 -1.263 0.146
C -3.719818 -3.764491 6.340333 1.832 1.866 0.167
C -4.070440 -5.155748 6.886604 -0.113 0.678 1.710
O -3.059426 -6.111500 6.801472 1.446 -0.142 -1.965
C -2.706291 -6.396983 5.415054 -0.411 -0.874 0.933
N -4.542506 -2.637038 6.818739 -1.110 -1.209 -0.006
H -1.972183 -2.395189 6.269376 -0.097 -0.050 -0.139
H -1.536960 -4.047511 6.771635 -0.009 -0.048 -0.482
H -2.312910 -3.033175 7.877170 -0.443 0.165 0.040
H -3.738068 -3.679783 5.253783 0.126 -0.725 -0.351
H -5.027847 -5.596361 6.608533 -0.213 0.310 -0.683
H -4.139514 -5.008146 7.964361 -0.290 0.164 0.191
H -2.181251 -5.613057 4.869269 -0.456 0.547 0.203
H -3.630051 -6.738225 4.947792 0.022 0.313 -0.554
H -2.015856 -7.238306 5.355306 -0.069 -0.108 0.611
H -5.443420 -2.720279 6.369839 -0.424 0.345 0.155
H -4.127580 -1.764383 6.524794 0.052 0.021 0.022
C -4.198458 6.205805 -11.770959 -0.052 -0.017 0.909
C -2.842864 6.934922 -11.617041 -2.792 -1.834 0.044
C -1.783080 6.045541 -10.983880 0.711 2.059 -0.484
O -1.804403 6.151106 -9.577343 -0.540 -0.387 0.808
C -0.778051 5.333543 -9.042603 -0.159 -0.694 -0.635
N -2.492334 7.341806 -12.941896 1.180 0.384 0.443
H -4.937855 6.823622 -12.280574 0.045 0.162 0.005
H -4.579232 6.017101 -10.767214 -0.204 -0.165 0.015
H -4.160378 5.253948 -12.300691 0.368 0.039 -0.067
H -3.062028 7.747157 -10.923967 0.349 0.435 0.148
H -0.873973 6.584251 -11.251118 0.697 -0.495 -0.513
H -1.778205 5.049142 -11.425775 -0.068 -0.266 0.371
H -1.075125 4.307799 -9.261008 0.382 -0.375 -0.012
H -0.604978 5.374430 -7.967209 -0.520 0.707 -0.016
H 0.158830 5.554345 -9.554075 0.231 -0.057 0.034
H -1.736411 7.995726 -12.796748 0.245 0.359 -0.924
H -3.276324 7.785130 -13.398967 0.114 0.131 -0.105
C 6.275015 -6.748324 -4.211590 0.514 -0.232 1.399
C 5.016598 -7.419206 -3.647902 -0.668 0.339 -1.045
C 4.008669 -6.437307 -2.905060 1.457 -1.574 0.478
O 2.862966 -7.185408 -2.412622 1.638 0.953 -0.635
C 1.884617 -6.327959 -1.896710 -1.233 -0.101 -0.646
N 4.330674 -8.058724 -4.772201 -0.970 0.877 0.384
H 6.862194 -6.494172 -3.329131 0.348 0.418 -0.120
H 6.192290 -5.865945 -4.846134 -0.611 0.034 0.125
H 6.888077 -7.461301 -4.762877 -0.270 -0.207 -0.005
H 5.299065 -8.255298 -3.008164 0.095 0.339 0.491
H 3.798730 -5.588837 -3.556311 -0.681 -0.106 -0.245
H 4.575523 -6.034730 -2.065587 -0.090 0.159 0.391
H 0.997518 -6.936447 -1.720879 0.083 -0.092 0.251
H 1.578475 -5.622431 -2.669108 0.035 0.371 -0.065
H 2.111049 -5.768251 -0.989211 0.548 -0.153 0.138
H 4.169564 -7.303114 -5.422738 0.410 0.115 -0.931
H 3.385428 -8.118294 -4.421378 -0.602 -1.138 0.027
C 6.404039 6.577256 -4.862176 0.145 0.316 0.977
C 6.817232 6.775877 -3.354026 -1.669 -2.338 -0.936
C 5.588164 6.978950 -2.342372 1.661 1.240 -1.257
O 5.078722 8.275209 -2.507924 -0.435 0.450 0.870
C 5.942476 9.321061 -2.103775 -0.139 0.707 -0.953
N 7.448986 5.507280 -2.914821 -0.257 0.870 0.012
H 7.321178 6.463501 -5.440109 0.030 0.257 -0.131
H 5.820096 7.418711 -5.235121 0.166 0.101 -0.030
H 5.839811 5.665252 -5.057130 -0.126 -0.045 0.479
H 7.606055 7.528095 -3.360154 -0.604 0.692 0.509
H 5.971203 6.867290 -1.328021 0.130 -0.136 0.300
H 4.729092 6.318198 -2.458570 0.426 -0.324 -0.466
H 6.392334 9.327913 -1.110960 -0.263 -0.845 0.355
H 5.354397 10.237015 -2.161243 0.006 -0.035 -0.116
H 6.760880 9.400003 -2.819382 0.147 0.183 -0.021
H 8.375692 5.535397 -3.315478 0.315 -0.529 0.023
H 7.560665 5.671612 -1.924550 0.466 -0.564 0.388
O -2.985543 5.448435 7.254141 -0.300 0.020 -0.334
H -2.061754 5.214632 7.163692 0.277 -0.032 -0.041
H -3.111138 5.570694 8.195152 -0.070 0.053 0.286
O -9.150664 7.242287 2.849369 0.401 -0.135 0.129
H -9.753353 6.737148 2.303622 -0.178 -0.171 -0.119
H -9.545728 8.112632 2.900984 -0.106 0.274 0.053
O -3.737796 -1.223245 -6.092000 -0.230 0.110 0.001
H -3.101826 -1.840023 -6.454431 0.140 -0.199 -0.159
H -3.270555 -0.788058 -5.378888 0.101 0.093 0.155
O -4.930186 4.964644 -5.815647 -0.005 -0.021 0.503
H -5.715379 4.748938 -6.318808 -0.240 -0.062 -0.142
H -4.245882 5.077529 -6.475359 0.250 0.070 -0.192
O 1.264291 -0.935374 -4.719417 -0.108 -0.176 -0.083
H 0.657863 -0.460572 -4.151052 -0.163 0.102 0.114
H 2.116758 -0.534980 -4.548499 0.273 0.076 -0.027
```
Forces are in eV/Å.

Properties
* gap between HOMO and LUMO: 0.881 eV
* HOMO level: -11.824 eV
* E: -2968.40242 Eh
* M: 998.9 Da
* total charge: +2

These are the Mulliken partial charges, in e, on atoms 1 to 6:
1. Cd 0.62
2. Cd 0.68
3. O -0.36
4. C -0.11
5. C -0.22
6. O -0.41

***

Molecular formula: C30H91N5O13
Method: DFT, ωB97M-V with the def2-TZVPD basis set

XYZ file:
```
139
Properties=species:S:1:pos:R:3:forces:R:3
C 0.871414 -3.634072 -1.701047 0.079 -0.648 0.848
C 0.924688 -3.463679 -3.199811 -0.988 -0.284 0.066
O -0.126880 -4.214931 -3.820470 0.030 -0.212 -0.180
H -0.063664 -3.300794 -1.241139 0.040 0.473 -0.266
H 1.718575 -3.177123 -1.182231 -0.074 0.230 -0.118
H 0.894460 -4.691213 -1.414184 0.189 -0.049 -0.349
H 1.826377 -3.905231 -3.616683 0.248 0.358 0.049
H 0.815667 -2.407336 -3.458428 0.368 0.016 -0.160
H -0.931482 -3.701435 -3.922375 0.110 0.189 0.163
C 0.125131 -3.311447 4.091001 -0.614 -0.286 -0.033
C 0.748357 -4.265070 3.094319 0.027 0.933 -0.260
O 1.561063 -5.187194 3.808225 -0.201 -0.120 -0.255
H -0.276608 -3.910261 4.910786 0.390 0.246 0.332
H -0.748707 -2.773736 3.716848 0.192 -0.022 -0.440
H 0.843564 -2.550994 4.385853 0.011 -0.156 0.486
H 1.367310 -3.664119 2.411153 0.034 -0.213 -0.127
H -0.020429 -4.745512 2.479872 0.022 -0.300 0.172
H 1.842977 -5.855860 3.178375 0.142 -0.083 0.085
C 4.708011 1.726573 -1.216524 -0.612 -0.138 -0.932
C 5.960154 2.406245 -1.734862 -0.025 -0.226 0.349
O 6.617774 3.052225 -0.639046 -0.153 0.097 -0.290
H 3.832925 2.380678 -1.261733 0.200 0.272 0.597
H 4.853966 1.300779 -0.227983 -0.004 0.074 0.063
H 4.394342 0.931150 -1.904304 0.356 -0.188 0.122
H 5.708144 3.133210 -2.510967 0.017 -0.023 -0.046
H 6.624070 1.652352 -2.171644 0.088 0.089 -0.013
H 7.087795 3.810612 -0.994404 0.122 0.003 0.128
C 5.361765 -2.241659 -1.965928 -0.379 -0.332 -0.296
C 6.084337 -1.803303 -0.734901 0.347 0.044 1.264
O 5.166844 -1.874165 0.364143 -0.656 0.056 -0.169
H 4.431703 -1.690844 -2.121572 0.162 0.258 0.016
H 5.061956 -3.287910 -1.873153 0.161 -0.025 -0.022
H 5.993238 -2.130863 -2.846580 -0.023 -0.001 -0.041
H 6.492319 -0.789167 -0.804435 -0.105 0.030 -0.212
H 6.918647 -2.469634 -0.489273 0.096 0.002 -0.372
H 5.587909 -1.729300 1.214984 0.311 0.039 -0.176
C -0.905472 4.678636 -0.155256 0.695 -0.415 -0.012
C -2.054959 4.604616 -1.135115 -0.630 -0.130 0.959
O -3.230952 4.959027 -0.379733 0.047 0.170 -0.224
H -1.210070 4.362126 0.841128 -0.296 0.120 -0.064
H -0.451424 5.666174 -0.089121 -0.107 0.060 -0.009
H -0.120849 3.956328 -0.408114 0.015 0.216 -0.256
H -2.195638 3.578417 -1.476807 0.259 -0.015 -0.196
H -1.931457 5.277422 -1.986417 0.060 -0.060 -0.069
H -4.014315 4.715922 -0.881182 0.011 0.072 -0.089
O 1.173462 2.962538 2.088433 -0.131 0.148 0.112
H 1.654564 3.638945 1.604661 0.023 0.042 0.004
H 1.147736 2.201606 1.489433 0.019 -0.176 -0.105
O -2.286535 2.280446 2.450449 -0.101 0.041 -0.029
H -3.230823 2.344523 2.620998 -0.052 0.020 -0.012
H -1.890859 3.021041 2.920251 0.125 0.024 -0.029
O -2.413681 -0.883768 5.403800 -0.067 -0.007 -0.057
H -2.258313 0.020799 5.687732 0.048 0.033 0.025
H -2.116861 -0.898040 4.484855 0.241 0.052 -0.068
C 3.685634 1.566167 3.725287 -0.476 0.286 0.736
C 3.535289 1.663067 5.256448 -0.478 -0.846 -0.330
C 2.175461 2.235345 5.614470 0.005 -0.022 0.061
O 2.044323 2.260387 7.016885 0.511 0.296 -0.163
C 0.901558 2.931820 7.420064 -0.902 0.143 0.482
N 3.636075 0.293538 5.841812 0.422 0.423 -0.490
H 4.449813 0.821717 3.511667 0.293 0.323 -0.285
H 3.865748 2.550242 3.296193 0.242 -0.150 -0.294
H 2.737952 1.202982 3.320736 0.045 -0.019 -0.128
H 4.280135 2.339764 5.674461 0.199 -0.268 0.180
H 1.360726 1.637285 5.177257 0.102 -0.090 -0.058
H 2.083500 3.249617 5.200144 -0.015 0.003 0.003
H 0.932918 3.092831 8.498613 0.176 -0.127 -0.013
H -0.004529 2.340939 7.214978 0.024 0.054 -0.106
H 0.770910 3.919765 6.958590 0.177 -0.046 -0.174
H 4.622812 0.046583 5.886141 -0.036 0.092 0.233
H 3.300249 -0.321129 5.099822 -0.253 -0.129 0.323
C 0.929588 1.000929 -4.073584 -0.184 0.161 -0.031
C 1.810032 0.460192 -5.210108 -1.102 -0.066 0.811
C 1.432019 1.060418 -6.569685 0.313 -0.062 0.360
O 1.344855 0.010889 -7.508769 0.110 -0.032 0.310
C 0.817200 0.409895 -8.727354 -0.638 0.031 -1.187
N 3.201194 0.536686 -4.817385 -0.038 -0.454 0.084
H 0.843812 2.091463 -4.050326 0.257 0.008 0.116
H 1.304058 0.617857 -3.123372 0.105 0.224 0.056
H -0.090801 0.619198 -4.167706 0.019 0.053 -0.172
H 1.469875 -0.580272 -5.206316 0.613 -0.201 -0.551
H 2.216271 1.776050 -6.853561 -0.099 0.063 -0.151
H 0.481998 1.605771 -6.502808 -0.081 -0.094 -0.095
H 0.706484 -0.460326 -9.378396 0.245 -0.096 0.197
H 1.428617 1.139097 -9.274697 0.158 0.042 0.247
H -0.199749 0.825522 -8.656576 0.124 0.118 0.343
H 3.820473 0.196544 -5.538958 0.116 0.196 -0.004
H 3.466906 1.453164 -4.486981 0.074 0.087 -0.233
C -3.902451 0.480420 -2.028805 0.310 -0.001 0.187
C -4.518115 1.878299 -1.993552 -0.285 -0.525 0.122
C -4.127279 2.651155 -3.237253 -0.618 0.803 -0.356
O -4.596047 1.994211 -4.392382 0.206 -0.242 0.033
C -4.493471 2.798712 -5.551587 -0.364 -0.362 0.312
N -5.956219 1.766951 -1.783699 0.135 -0.246 0.215
H -4.420966 -0.206157 -1.361813 -0.018 0.135 0.139
H -2.865118 0.559449 -1.693539 0.038 -0.195 -0.143
H -3.920463 0.040611 -3.025889 -0.029 0.136 -0.063
H -4.129613 2.408668 -1.118689 0.125 0.035 -0.060
H -3.048786 2.834070 -3.318313 0.060 -0.129 0.079
H -4.635830 3.632881 -3.208364 0.242 0.070 0.183
H -3.538955 3.330689 -5.579438 0.066 -0.062 -0.168
H -5.313481 3.525442 -5.582570 0.083 0.093 -0.010
H -4.603229 2.108400 -6.385055 0.155 0.201 -0.189
H -6.421840 2.650921 -1.641533 -0.036 0.040 -0.241
H -6.399075 1.223406 -2.510723 -0.097 0.201 -0.119
C -2.142973 -1.259315 0.666548 -0.608 0.523 -0.218
C -0.738543 -0.849048 1.013236 0.708 -1.463 1.071
C -0.139077 0.128601 0.033274 -0.505 0.624 -0.007
O 1.116264 0.621121 0.462420 0.244 0.333 -0.397
C 2.187491 -0.281916 0.363531 0.689 -0.702 1.258
N -0.729334 -0.322822 2.397944 -0.448 0.693 -0.891
H -2.791453 -0.375127 0.733459 0.006 -0.035 -0.194
H -2.578572 -1.969051 1.364297 0.335 -0.150 0.062
H -2.234138 -1.672029 -0.340219 0.046 0.022 -0.015
H -0.125982 -1.762541 1.055010 0.021 0.069 -0.247
H -0.792089 1.011492 0.038411 0.039 -0.002 -0.164
H -0.096096 -0.249355 -0.995340 0.130 -0.173 0.047
H 2.015465 -1.170580 0.987979 -0.284 -0.206 -0.474
H 3.056826 0.132091 0.878172 -0.060 0.492 -0.374
H 2.484664 -0.573566 -0.645410 -0.307 0.115 -0.144
H 0.204829 0.034852 2.586011 0.039 -0.156 0.134
H -1.281826 0.535071 2.282628 0.029 -0.079 0.713
C -4.898779 -1.740803 2.997943 0.489 -0.424 -0.513
C -5.270016 -3.225323 2.993978 -0.554 0.518 0.066
C -4.187294 -4.117606 2.439241 0.349 -0.623 0.583
O -4.043898 -3.949578 1.051464 -0.075 0.424 -0.033
C -2.992899 -4.722287 0.541673 0.039 -0.441 -0.082
N -5.655553 -3.643906 4.366348 0.443 0.283 -1.072
H -4.794704 -1.441316 1.952419 -0.154 0.224 0.072
H -3.934296 -1.550850 3.472198 -0.185 -0.094 0.243
H -5.667672 -1.139091 3.480823 -0.017 0.021 -0.013
H -6.120154 -3.295250 2.295942 0.013 -0.236 0.071
H -4.424560 -5.177178 2.636383 -0.139 0.081 0.077
H -3.236931 -3.936788 2.968582 -0.006 0.161 -0.104
H -2.944225 -4.556666 -0.532648 0.072 0.091 0.008
H -3.170706 -5.794915 0.709943 -0.036 0.063 0.011
H -2.028316 -4.483164 1.008818 -0.037 0.173 -0.046
H -6.035609 -4.581413 4.305377 -0.204 0.021 0.217
H -6.401580 -2.997598 4.593903 -0.141 -0.298 0.494
```
Forces are in eV/Å.

Properties
* gap between HOMO and LUMO: 9.288 eV
* HOMO level: -9.023 eV
* E: -2449.32620 Eh
* M: 730.1 Da
* relative energy (zero: lowest compared OMol25 entry of this formula, charge and spin): 0.0000 eV

These are the Mulliken partial charges, in e, on atoms 1 to 6:
1. C -0.37
2. C 0.00
3. O -0.59
4. H -0.12
5. H 0.14
6. H 0.42